No. 1
A molecular structure, C4H3I3 at a distorted geometry. Source: the Open Molecules 2025 dataset; level of theory: ωB97M-V/def2-TZVPD.

Structure (ORCA input):
```
! RIJCOSX wB97M-V def2-TZVPD def2/J DEFGRID3
* xyz 0 1
C 0.54472 0.20176 -1.42673
C 0.54153 0.57896 -2.57789
C 0.55112 -0.26478 -0.09237
C 0.83436 0.98845 -4.17820
I 1.78183 -0.82106 -4.98330
I 2.15780 2.74187 -4.03357
I -0.95472 1.50855 -5.24707
H 1.47312 -0.69757 0.33494
H -0.16295 -1.13519 0.13776
H 0.37600 0.43971 0.75397
*
```

Summary:
Relative energy (zero: lowest compared OMol25 entry of this formula, charge and spin) ... 25.8 kcal/mol
Calculated total energy ... -1047.17688 hartree
Kohn-Sham gap ... 8.180 eV

***

No. 2
A molecular structure, C4H3I3 at a distorted geometry. Source: the Open Molecules 2025 dataset; level of theory: ωB97M-V/def2-TZVPD.

Structure (ORCA input):
```
! RIJCOSX wB97M-V def2-TZVPD def2/J DEFGRID3
* xyz 0 1
C -1.50894 -0.22345 -0.09604
C -2.68194 -0.04426 0.05587
C -0.05805 -0.42151 -0.23277
C -4.30050 0.00471 0.04321
I -5.11489 1.76416 -0.99717
I -4.97165 0.10597 2.08716
I -4.88388 -1.80847 -1.01541
H 0.38847 0.60215 -0.33716
H 0.02462 -1.05506 -1.20148
H 0.11133 -1.11029 0.62049
*
```

Summary:
Relative energy (zero: lowest compared OMol25 entry of this formula, charge and spin) ... 20.7 kcal/mol
Calculated total energy ... -1047.18503 hartree
Kohn-Sham gap ... 8.218 eV

***

No. 3
A molecular structure, C4H3INO2S at a distorted geometry. Source: the Open Molecules 2025 dataset; level of theory: ωB97M-V/def2-TZVPD.

Structure (ORCA input):
```
! RIJCOSX wB97M-V def2-TZVPD def2/J DEFGRID3
* xyz -1 1
C 1.74344 1.01459 0.37880
C 1.70660 -1.42916 0.13903
C -0.61630 -0.07955 -0.77468
C -1.35618 0.54130 0.16866
N 2.08878 -0.13379 0.40911
O 1.64766 2.16869 0.43254
O 2.43472 -2.35868 0.35441
S 0.08540 -1.68370 -0.54267
I -4.09517 -0.03259 0.04802
H -0.60798 0.24068 -1.80401
H -1.67476 1.55334 0.00367
H -1.35620 0.19887 1.18713
*
```

Summary:
Relative energy (zero: lowest compared OMol25 entry of this formula, charge and spin) ... 0.0 kcal/mol
Calculated total energy ... -1055.41963 hartree
Kohn-Sham gap ... 6.810 eV